[1]
Density functional theory data (the ωB97M-V functional and the def2-TZVPD basis) for a 8-piece molecular cluster, C46H35O32P overall in a non-equilibrium geometry.

Calculated values
LUMO energy = -1.895 eV
HOMO-LUMO gap = 6.69 eV
E = -123068.393 eV
SMILES string = C=C[C@@H](OC=O)P(O)O.O=C1C=C(O)C(=O)C=C1O.O=C1C=C(O)C(=O)C=C1O.O=C1C=C(O)C(=O)C=C1O.O=C1C=C(O)C(=O)C=C1O.O=C1C=C(O)C(=O)C=C1O.O=C1C=C(O)C(=O)C=C1O.O=C1C=C(O)C(=O)C=C1O
E_HOMO = -8.6 eV
maximum force = 6.0 eV/A

The geometry in XYZ format:
```
114
C46H35O32P, DFT the ωB97M-V functional and the def2-TZVPD basis
C 0.89368 5.71445 4.83383
C 0.76367 4.99624 6.08201
C -0.03827 3.60981 6.28423
O -1.49716 3.80211 6.26305
C -1.98283 3.87480 4.92800
O -2.99124 3.18331 4.61990
P 0.55857 2.17737 5.19093
O 2.24572 2.01724 5.58978
O 0.54506 2.56843 3.51935
H 1.67423 5.35642 4.06279
H 0.26993 6.65273 4.65586
H 1.28569 5.46972 7.00104
H 0.18764 3.28904 7.37317
H -1.47785 4.49893 4.09628
H 2.65959 2.73642 5.03564
H 0.98685 3.42512 3.31884
O 1.35683 1.99160 0.77880
C 1.97817 0.99039 0.46506
C 2.24911 0.63938 -0.93352
C 2.91917 -0.47454 -1.23837
O 3.17868 -0.80923 -2.53476
C 3.41176 -1.39947 -0.17702
O 4.00437 -2.41660 -0.49091
C 3.16193 -1.03654 1.22198
C 2.49458 0.07887 1.52752
O 2.25827 0.42774 2.82319
H 1.88461 1.31746 -1.69342
H 3.67364 -1.65852 -2.49926
H 3.53990 -1.70703 1.98226
H 1.75657 1.27149 2.78408
O 5.29395 -5.01469 -8.12776
C 4.91581 -4.60545 -7.04326
C 4.02198 -3.45132 -6.90560
C 3.64409 -3.02431 -5.69841
O 2.81226 -1.95518 -5.55624
C 4.11594 -3.69795 -4.45412
O 3.76508 -3.26974 -3.36660
C 4.98994 -4.86585 -4.59241
C 5.36493 -5.29466 -5.79988
O 6.17423 -6.37867 -5.94499
H 3.68932 -2.97114 -7.81612
H 2.68990 -1.84366 -4.59201
H 5.31041 -5.35546 -3.68240
H 6.29965 -6.48243 -6.90933
O -9.83958 4.09123 5.13687
C -8.70285 4.30704 4.74976
C -7.82518 3.24251 4.25447
C -6.58079 3.51743 3.85508
O -5.75546 2.53962 3.39107
C -6.04005 4.90553 3.90003
O -4.89403 5.11678 3.54409
C -6.92626 5.97465 4.37334
C -8.17068 5.69998 4.76923
O -9.00640 6.68212 5.20872
H -8.22846 2.24119 4.22919
H -4.91524 2.99027 3.17042
H -6.52748 6.98034 4.38438
H -9.84185 6.22888 5.43608
O -4.13670 2.61482 -5.33674
C -3.21242 2.61047 -4.54220
C -3.41989 2.49576 -3.09493
C -2.38159 2.51164 -2.25603
O -2.55820 2.40345 -0.91033
C -0.98354 2.64877 -2.75341
O -0.06202 2.67778 -1.95560
C -0.77365 2.73935 -4.20178
C -1.81142 2.72004 -5.04110
O -1.63269 2.80075 -6.38818
H -4.43954 2.39902 -2.74695
H -1.65963 2.44259 -0.52568
H 0.24733 2.82065 -4.55052
H -2.53110 2.76775 -6.77165
O 1.44285 -1.36182 8.03381
C 2.42094 -0.98830 8.65710
C 3.07634 -1.82553 9.66764
C 4.13622 -1.37348 10.34125
O 4.75652 -2.14033 11.28033
C 4.68860 -0.01052 10.09745
O 5.64731 0.37564 10.74526
C 4.04895 0.81762 9.07092
C 2.99033 0.36492 8.39377
O 2.38714 1.12310 7.43431
H 2.66463 -2.81150 9.83672
H 5.48868 -1.59042 11.62196
H 4.47072 1.79769 8.89163
H 1.65062 0.57451 7.09697
O -10.76851 -3.31572 0.27079
C -10.29667 -2.32290 0.79721
C -9.81861 -1.17355 0.02172
C -9.29273 -0.11121 0.63514
O -8.84703 0.96412 -0.07129
C -9.16901 -0.05373 2.11922
O -8.66636 0.92590 2.64383
C -9.66858 -1.19206 2.89629
C -10.19770 -2.25322 2.28335
O -10.66806 -3.31660 2.99113
H -9.91212 -1.22889 -1.05451
H -8.51358 1.59419 0.59756
H -9.58891 -1.12988 3.97346
H -10.99560 -3.94930 2.32212
O 6.81000 -3.52444 -11.14384
C 7.42763 -4.52267 -11.47112
C 7.69155 -4.85932 -12.87406
C 8.35789 -5.97110 -13.19261
O 8.61247 -6.29513 -14.49045
C 8.85278 -6.90775 -12.14396
O 9.44190 -7.92340 -12.47301
C 8.61023 -6.55961 -10.74059
C 7.94666 -5.44582 -10.42134
O 7.71584 -5.10812 -9.12402
H 7.32532 -4.17265 -13.62538
H 9.10325 -7.13961 -14.45558
H 8.99007 -7.23879 -9.98898
H 7.21904 -4.26740 -9.15898
```

***

[2]
Density functional theory data (the ωB97M-V functional and the def2-TZVPD basis) for C25H21N8O4STl as an isolated structure in a non-equilibrium geometry.

Calculated values
LUMO energy = -2.145 eV
HOMO-LUMO gap = 5.32 eV
E = -61904.270 eV
E_HOMO = -7.5 eV
ΔE to the lowest compared entry with this formula, charge and spin = 53.4 kJ/mol
maximum force = 1.9 eV/A

The geometry in XYZ format:
```
60
C25H21N8O4STl, DFT the ωB97M-V functional and the def2-TZVPD basis
Tl -0.19460 -0.27010 0.05922
O 2.23141 0.40986 -4.04073
C 1.86652 0.26937 -2.88436
N 0.61760 -0.10221 -2.53070
C -0.13795 -1.00060 -3.09680
C 0.35978 -2.12242 -3.82810
C -0.49216 -3.05566 -4.31402
C -1.89559 -2.96706 -4.07615
C -2.42142 -1.93996 -3.36593
C -1.58276 -0.89110 -2.88762
N -2.02405 0.14717 -2.22535
C -3.24758 0.70317 -2.36650
O -3.86779 0.66279 -3.42090
C -3.78275 1.53920 -1.23908
C -5.13536 1.86895 -1.31931
C -5.68873 2.68463 -0.35210
C -4.86322 3.15662 0.65511
C -3.52714 2.78787 0.63482
N -2.98603 1.99073 -0.27607
C 2.77074 0.69294 -1.75451
C 4.00909 1.23217 -2.09639
C 4.89124 1.57908 -1.09028
C 4.51603 1.34788 0.22543
C 3.25501 0.82640 0.47029
N 2.39234 0.52589 -0.49124
H 1.42786 -2.20252 -3.96132
H -0.11331 -3.90041 -4.87214
H -2.54148 -3.74487 -4.45733
H -3.48102 -1.86942 -3.17396
H -5.71264 1.49369 -2.14997
H -6.73304 2.96001 -0.39078
H -5.24318 3.79855 1.43602
H -2.85558 3.15928 1.39957
H 4.23556 1.37583 -3.14223
H 5.85525 2.00956 -1.32385
H 5.18549 1.56852 1.04405
H 2.91684 0.62824 1.48077
N 0.17896 2.20802 1.56467
N -0.06288 2.31656 2.92945
C -0.88202 1.46893 3.60236
N -1.05522 1.78850 4.91301
S -1.68027 0.16734 2.95587
H 1.10376 2.54633 1.33496
H -0.53742 2.63491 0.98039
H 0.14440 3.19718 3.38877
H -0.39093 2.37163 5.39786
H -1.56334 1.11600 5.46196
O 2.94905 -3.50559 -0.43890
C 1.97589 -2.88973 -0.02300
O 0.99982 -2.40906 -0.64494
C 1.96050 -2.67427 1.52012
C 2.45148 -3.69168 2.33363
C 2.44371 -3.50814 3.70329
C 2.01246 -2.28973 4.21182
C 1.57692 -1.32371 3.32213
N 1.51746 -1.52744 2.01027
H 2.83010 -4.59516 1.88166
H 2.77102 -4.29490 4.37075
H 2.00534 -2.10525 5.27646
H 1.24779 -0.35283 3.66984
```

***

[3]
Density functional theory data (the ωB97M-V functional and the def2-TZVPD basis) for C17H24N3O3OsPS2 as an isolated structure.

Calculated values
total charge = +1
LUMO energy (alpha / beta) = -3.258 / -3.597 eV
HOMO-LUMO gap (alpha / beta) = 6.89 / 6.52 eV
E = -62056.665 eV
multiplicity = 2
expectation value of S² = 0.757
E_HOMO (alpha / beta) = -10.1 / -10.1 eV
maximum force = 0.7 eV/A

The geometry in XYZ format:
```
51
C17H24N3O3OsPS2, DFT the ωB97M-V functional and the def2-TZVPD basis
Os -0.38194 -0.17510 0.44123
C 2.44435 3.20134 0.50744
C 1.63266 4.26434 0.13924
C 0.29433 4.01412 -0.08663
C -0.19558 2.72133 0.05373
N 0.60340 1.68223 0.37839
C 1.89970 1.94069 0.61438
C -1.58790 2.36856 -0.24010
C -2.60935 3.29949 -0.34603
C -3.87179 2.88213 -0.72288
C -4.06709 1.54216 -1.02134
C -3.02231 0.66098 -0.85350
N -1.80730 1.04486 -0.42610
H 3.49733 3.33640 0.70891
H 2.03510 5.26130 0.02884
H -0.37007 4.80869 -0.39070
H 2.49710 1.09639 0.92434
H -2.41558 4.33819 -0.12556
H -4.68455 3.59126 -0.79624
H -5.02279 1.16896 -1.35905
H -3.14533 -0.39094 -1.06048
N 3.45046 -1.68620 -0.36801
C 2.19345 -1.25835 -0.40795
O 1.62080 -0.93082 0.66202
C 1.47619 -1.09192 -1.72628
C -0.02599 -1.10967 -1.42214
H 3.91104 -1.80518 0.52016
H 3.92579 -1.96826 -1.20727
H 1.77609 -1.91204 -2.38688
H 1.82735 -0.16574 -2.18941
H -0.30362 -2.16076 -1.31722
H -0.62176 -0.71368 -2.24740
C -4.18442 -3.23290 5.04688
C -3.63736 -3.05364 3.65449
O -2.63171 -2.00120 3.69734
P -1.46602 -1.96808 2.63393
S -0.38868 -0.30051 2.90804
S -2.03223 -1.95379 0.71748
O -0.63517 -3.29764 2.86598
C 0.16320 -3.46917 4.07016
C 1.62661 -3.34922 3.72328
H -5.00754 -3.94734 5.02821
H -4.55855 -2.28691 5.43591
H -3.41731 -3.60885 5.72296
H -4.40701 -2.73503 2.95136
H -3.17862 -3.97120 3.28105
H -0.08464 -4.46298 4.43930
H -0.14147 -2.73732 4.82083
H 1.91900 -4.13826 3.03074
H 2.22752 -3.44382 4.62873
H 1.83044 -2.37937 3.26944
```

***

[4]
Density functional theory data (the ωB97M-V functional and the def2-TZVPD basis) for a 2-piece molecular cluster, C9H14O overall in a non-equilibrium geometry.

Calculated values
LUMO energy = 0.826 eV
HOMO-LUMO gap = 9.12 eV
E = -11605.589 eV
SMILES string = Cc1ccc(O)cc1.CC
E_HOMO = -8.3 eV
ΔE to the lowest compared entry with this formula, charge and spin = 197.5 kJ/mol
maximum force = 7.0 eV/A

The geometry in XYZ format:
```
24
C9H14O, DFT the ωB97M-V functional and the def2-TZVPD basis
C 1.95820 1.38104 1.10820
C 1.50747 0.23686 0.28045
C 1.68663 0.31091 -1.13757
C 1.34328 -0.91957 -1.75512
C 0.65678 -1.94011 -1.03457
O 0.28184 -3.16829 -1.55041
C 0.24698 -1.75339 0.28080
C 0.66019 -0.64448 0.97323
H 1.22833 1.70574 1.90442
H 2.27157 2.25745 0.47860
H 2.94835 1.16351 1.68894
H 2.24351 1.05515 -1.55336
H 1.63472 -0.91309 -2.75523
H 0.99673 -3.60095 -2.07535
H -0.09597 -2.64046 0.75513
H 0.47240 -0.46135 2.09877
C -3.12524 0.76198 0.60467
C -1.95036 1.22508 -0.09216
H -3.84068 1.54891 0.74798
H -3.56856 0.00090 0.08910
H -3.00579 0.35296 1.58933
H -1.88850 1.16032 -1.18658
H -1.08594 0.64846 0.43085
H -1.57594 2.23245 0.10989
```